1.
Computed, not measured: a cluster of 10 separate species, C14H48N6O10 in total at a distorted geometry, with the ωB97M-V functional and the def2-TZVPD basis.

Structure (ORCA input):
```
! RIJCOSX wB97M-V def2-TZVPD def2/J DEFGRID3
* xyz 0 1
N -19.2000 -11.4510 -16.7590
C -20.0580 -11.2920 -17.7410
N -19.7220 -10.3800 -18.6430
O -21.2130 -12.0360 -17.7500
H -19.3370 -12.2040 -16.0330
H -18.6240 -10.6390 -16.3990
H -20.4270 -10.0940 -19.2850
H -18.8270 -9.9420 -18.6380
N -21.0540 -5.3040 -21.9520
C -21.6130 -6.2930 -22.5920
N -20.7620 -7.2670 -22.6900
O -22.8320 -6.2090 -23.2190
H -21.6350 -4.4090 -21.8820
H -20.0490 -5.2230 -21.8420
H -20.8720 -8.0340 -23.3280
H -19.9390 -7.2870 -22.1340
N -18.7230 -11.1170 -24.1550
C -19.5350 -10.4150 -23.4150
N -19.4560 -10.4720 -22.1280
O -20.4550 -9.5730 -24.0240
H -18.7200 -10.8910 -25.1440
H -17.9830 -11.7800 -23.8670
H -20.0660 -9.7780 -21.6170
H -19.0370 -11.3390 -21.6980
C -20.4580 -13.4770 -20.8650
C -19.0890 -13.5230 -20.2910
O -18.3280 -12.3820 -20.6010
H -20.4670 -13.4390 -21.9760
H -21.1010 -12.6440 -20.4480
H -21.0100 -14.4130 -20.7090
H -18.5260 -14.3620 -20.6540
H -19.2710 -13.6460 -19.1900
H -17.6730 -12.2840 -19.8650
C -17.9130 -14.4080 -23.9740
C -16.6660 -13.8920 -23.3320
O -16.4330 -12.6230 -23.8500
H -17.9330 -14.2890 -25.0410
H -18.7550 -13.8610 -23.7320
H -18.1400 -15.4590 -23.7040
H -15.8660 -14.4470 -23.6660
H -16.6760 -14.0610 -22.2980
H -15.6930 -12.3970 -23.2600
C -22.8300 -10.6970 -20.7880
C -22.6690 -9.2340 -20.9050
O -21.3470 -8.9390 -20.5510
H -23.9120 -10.8360 -20.8320
H -22.5280 -11.0240 -19.8170
H -22.3230 -11.2200 -21.5480
H -23.2660 -8.7450 -20.1410
H -22.9600 -8.9050 -21.9340
H -21.2220 -8.0430 -20.8940
C -16.8800 -8.1210 -23.7600
C -17.9690 -7.3850 -24.5830
O -17.2140 -6.3480 -25.1470
H -16.4470 -7.5470 -22.9320
H -16.0200 -8.4060 -24.3300
H -17.1120 -9.0360 -23.2370
H -18.8260 -6.9590 -24.0490
H -18.3910 -7.9880 -25.3700
H -16.2860 -6.6100 -25.1670
C -15.7300 -10.4940 -26.1010
O -15.2820 -11.6970 -26.6860
H -15.6280 -10.5620 -24.9590
H -16.7450 -10.4180 -26.4110
H -15.2520 -9.5350 -26.3700
H -15.3470 -12.3960 -26.0490
C -17.5530 -7.5650 -20.3480
O -18.5090 -8.1000 -21.1790
H -17.9070 -7.6290 -19.2860
H -17.2910 -6.4940 -20.5400
H -16.6590 -8.1350 -20.4330
H -18.2820 -9.0100 -21.2210
C -15.4430 -10.5990 -22.0020
O -14.7850 -11.7630 -21.5110
H -15.0800 -10.3070 -22.9930
H -15.3000 -9.7760 -21.3280
H -16.4860 -10.8580 -22.1250
H -14.9640 -11.7210 -20.5590
*
```

Computed properties:
* gap between HOMO and LUMO: 0.2924 Ha
* SMILES string: NC(N)=O.NC(N)=O.NC(N)=O.CCO.CCO.CCO.CCO.CO.CO.CO
* energy above the lowest of the compared OMol25 structures with the same formula, charge and spin: 103.6 kcal/mol
* E: -44708.8024 eV
* E_HOMO: -8.69 eV

---

2.
Computed, not measured: a structure of composition C20H32BF12O12Zr at a distorted geometry, with the ωB97M-V functional and the def2-TZVPD basis.

Structure (ORCA input):
```
! RIJCOSX wB97M-V def2-TZVPD def2/J DEFGRID3
* xyz -1 1
Zr 0.4446 2.1357 1.7040
B -0.0871 0.1828 0.7523
H 0.5963 0.7795 0.0584
H -0.5393 -0.7883 0.2772
H 0.5017 -0.0315 1.7049
H -0.9693 0.8907 0.8827
O 1.2998 1.6152 3.5581
C 0.5303 0.9340 4.5290
C -0.9950 1.0140 4.2125
O -1.4053 1.7126 3.0588
H 0.7192 1.4052 5.5031
H 0.9298 -0.0872 4.6069
H -1.4583 1.4883 5.0936
H -1.4266 0.0007 4.1617
O 0.5591 3.3517 -0.0345
C -0.4488 3.4286 -0.9488
C -1.6185 2.8379 -0.2016
O -1.3922 2.8788 1.1417
H -0.2542 2.9374 -1.9141
H -0.6166 4.5044 -1.1287
H -1.6261 1.7689 -0.5247
H -2.5632 3.2518 -0.6060
C 0.5604 2.2385 -5.4181
C -0.1784 0.9411 -5.6594
O -0.2769 0.2032 -4.4156
C -1.4056 -0.4590 -4.1752
O -2.4104 -0.3666 -4.8119
C -1.2279 -1.2174 -2.8368
F -1.3708 -0.2793 -1.9125
F -2.0582 -2.2371 -2.6799
F 0.0041 -1.7483 -2.7422
H 1.5938 2.0859 -5.1091
H 0.0683 2.7671 -4.6025
H 0.5379 2.7699 -6.3689
H 0.3510 0.2060 -6.2726
H -1.1442 1.1133 -6.1286
C 2.7608 -1.2120 -1.4941
C 3.1536 0.2417 -1.5469
O 4.1283 0.6012 -0.5453
C 3.7951 1.2200 0.5361
O 2.6765 1.4506 0.9043
C 4.9492 1.5793 1.5158
F 6.1152 1.1598 1.0260
F 4.8731 2.8973 1.7214
F 4.7593 0.9992 2.6917
H 2.0210 -1.4018 -0.7187
H 3.6518 -1.7942 -1.2343
H 2.4488 -1.6058 -2.4577
H 2.3344 0.9510 -1.4172
H 3.6243 0.3970 -2.5176
C -4.7312 0.6295 -2.3776
C -4.6442 0.7364 -0.8726
O -4.0509 -0.4484 -0.3426
C -3.7081 -0.4191 0.9415
O -3.7775 0.5288 1.6404
C -3.2069 -1.7928 1.4504
F -2.2141 -1.6080 2.3062
F -4.1987 -2.3769 2.1462
F -2.8257 -2.5649 0.4348
H -5.5827 1.1890 -2.7772
H -4.8127 -0.3792 -2.7773
H -3.9052 1.1439 -2.8764
H -5.6709 0.7003 -0.4747
H -4.3412 1.7214 -0.5207
C -0.3495 -4.2597 2.0523
C 0.6814 -3.2364 1.6536
O 1.7321 -3.3082 2.6303
C 2.7054 -2.4321 2.5243
O 2.8228 -1.6097 1.6716
C 3.7820 -2.6301 3.6133
F 4.9674 -2.2109 3.1853
F 3.4846 -1.8296 4.6570
F 3.7977 -3.8888 4.0434
H 0.1100 -5.2340 2.2639
H -1.1043 -4.4522 1.2950
H -0.7812 -4.0492 3.0322
H 0.2488 -2.2386 1.6207
H 1.0578 -3.3923 0.6398
*
```

Computed properties:
* gap between HOMO and LUMO: 0.2304 Ha
* energy above the lowest of the compared OMol25 structures with the same formula, charge and spin: 43.4 kcal/mol
* E: -80397.4367 eV
* E_HOMO: -4.02 eV

---

The highest E belongs to which entry? C14H48N6O10

---

What is the E_HOMO in the first record? -8.69 eV